[1]
Below is a cluster of 2 separate species, C5H13NO in total at a distorted geometry, with properties calculated with the ωB97M-V functional and the def2-TZVPD basis.

```
20
Properties=species:S:1:pos:R:3:forces:R:3:nbo_charge:R:1
H 0.462 -0.194 -1.144 -0.1 0.0 0.1 0.23
O 1.056 0.624 1.466 -0.4 0.0 0.1 -0.61
H -0.668 -1.132 -2.100 0.0 -0.1 -0.2 0.19
H -2.803 -0.196 -2.816 -0.1 0.3 0.3 0.19
N 0.494 -1.353 2.447 0.1 -0.5 0.6 -0.83
C -0.230 -0.140 -1.991 0.7 -0.1 0.6 -0.61
H -3.280 1.461 -2.431 -0.2 0.3 -0.1 0.21
H 2.633 0.681 3.576 0.1 -0.2 -0.1 0.24
H -1.684 0.875 -0.714 0.0 -0.4 0.1 0.20
C 1.295 -0.268 2.251 0.4 -0.1 -0.2 0.67
C -1.299 0.900 -1.730 0.1 1.2 -0.6 -0.40
H 3.417 -0.303 2.314 -0.2 0.1 0.3 0.24
H 0.424 0.079 -2.844 -0.5 0.0 -0.1 0.20
C 2.593 -0.272 3.040 0.1 0.2 -0.3 -0.72
H 2.700 -1.090 3.750 -0.1 0.0 0.0 0.20
H -0.882 1.915 -1.809 0.2 -0.2 0.1 0.20
H -2.140 1.066 -3.759 0.1 0.4 0.2 0.20
H -0.472 -1.401 2.181 0.0 0.3 -0.4 0.40
H 0.825 -2.097 3.041 -0.1 0.2 0.0 0.39
C -2.440 0.847 -2.728 -0.2 -1.4 -0.4 -0.60
```
Forces are in eV/Å.

Computed properties:
SMILES string   CC(N)=O.CCC
2S+1   1
HOMO energy   -9.89 eV
LUMO energy   0.0302 Eh
Energy above the lowest of the compared OMol25 structures with the same formula, charge and spin   3.4 kcal per mole
Charge   0

=====

[2]
Below is the ion C4H9ClN4OPS with charge +1 at a distorted geometry, with properties calculated with the ωB97M-V functional and the def2-TZVPD basis.

```
21
Properties=species:S:1:pos:R:3:forces:R:3:nbo_charge:R:1
N -0.462 -1.331 1.846 -0.1 -0.4 1.5 0.00
C -1.206 1.538 0.299 -0.3 0.7 -1.4 -0.46
H -0.042 1.976 -1.535 0.4 0.5 1.2 0.18
H -0.107 3.414 -0.358 0.1 -1.3 -0.1 0.21
H -1.181 1.677 1.416 0.1 -0.3 -1.1 0.23
S 2.816 -0.235 -1.744 -1.0 -0.7 0.1 -0.43
H -2.166 2.032 -0.060 1.0 -0.8 0.5 0.26
C -1.268 0.028 -0.193 -1.3 1.0 0.3 -0.24
C -0.006 2.288 -0.446 -0.6 -0.5 1.1 -0.06
O 1.219 1.834 0.196 -1.2 0.0 -0.3 -0.70
P 1.510 -1.695 -1.627 2.6 1.7 -0.6 0.74
Cl -1.571 -0.793 3.030 0.5 -0.2 -0.9 0.34
N 0.463 -2.238 2.187 -0.1 1.0 -2.3 0.08
N 1.197 -2.476 1.101 -2.3 2.5 -0.9 -0.17
H -0.907 0.000 -1.259 -0.3 -0.3 1.2 0.26
H 2.248 -2.935 -1.687 -1.3 0.2 0.4 0.07
N -0.417 -0.924 0.575 3.6 -2.1 -1.5 -0.13
H 0.591 -1.636 -2.717 -0.3 -0.6 0.9 0.04
H -2.328 -0.368 -0.151 1.2 0.4 0.0 0.26
H 0.931 1.491 1.061 0.6 0.5 -0.4 0.45
C 0.685 -1.646 0.067 -1.3 -1.3 2.3 0.09
```
Forces are in eV/Å.

Computed properties:
SMILES string   OCCCn1c([PH2]=S)nn[n+]1Cl
2S+1   1
HOMO energy   -12.36 eV
LUMO energy   -0.1956 Eh
Charge   +1

=====

[3]
Below is a cluster of 3 separate species, C14H34FN5O5P in total, with properties calculated with the ωB97M-V functional and the def2-TZVPD basis.

```
60
Properties=species:S:1:pos:R:3:forces:R:3:nbo_charge:R:1
H 6.718 -3.021 -1.325 0.3 -0.2 0.1 0.47
N -0.536 3.873 -0.484 0.0 0.0 0.1 -0.59
C -6.326 0.553 -2.429 0.1 0.0 0.0 -0.72
O 0.074 2.054 0.673 0.2 0.0 0.1 -0.73
H 0.419 3.898 -0.806 0.0 0.0 0.0 0.40
N 1.846 -0.726 1.819 -0.5 0.1 -0.4 -0.62
H 6.397 -2.527 1.009 0.0 -0.1 0.0 0.21
C 0.724 -1.566 2.168 0.2 0.1 0.0 0.48
N 1.801 -3.293 0.495 -0.2 -0.3 0.1 -0.54
H 5.590 -0.987 1.248 -0.2 0.0 0.0 0.24
H 3.451 -0.364 0.572 0.0 0.0 0.0 0.24
C 6.081 -1.611 0.504 0.2 0.1 0.0 -0.65
C -0.807 2.860 0.356 -0.1 0.0 0.0 0.71
C 5.226 -1.925 -0.707 0.1 -0.2 -0.2 0.11
H -1.509 4.836 -2.070 0.0 0.0 0.0 0.21
H -7.978 1.729 0.668 0.0 0.0 0.0 0.20
C 0.692 -2.948 1.467 -0.1 -0.3 0.0 -0.27
O -4.353 1.541 -1.511 0.0 0.1 0.1 -0.66
C 3.071 -2.456 0.649 0.4 0.2 0.2 0.44
H -1.055 -0.804 3.088 0.0 0.0 0.0 0.24
H 4.858 -1.000 -1.160 -0.1 0.1 0.1 0.16
O 1.960 -1.453 -2.150 0.1 -0.1 0.2 -1.00
P 1.394 -0.621 -0.848 -0.5 0.1 -0.1 1.25
H -7.036 1.139 -3.013 0.0 0.0 0.0 0.23
H -8.142 3.095 -0.446 0.0 0.0 0.0 0.20
H 3.514 -3.010 -1.382 0.0 0.0 -0.1 0.25
H -1.348 -1.397 1.463 0.0 0.0 -0.1 0.22
H -8.210 1.442 -1.057 0.0 0.0 0.0 0.21
H 0.725 -3.702 2.249 0.1 0.1 0.1 0.25
H -2.480 3.633 1.452 0.0 0.0 0.0 0.23
O 6.007 -2.527 -1.735 -0.3 0.2 0.0 -0.71
H -6.871 -0.230 -1.900 -0.1 0.0 0.0 0.23
H 2.058 -4.267 0.647 0.0 -0.1 0.0 0.43
H -0.534 0.153 1.703 0.0 0.0 -0.1 0.26
C -5.570 1.431 -1.461 0.0 0.0 -0.1 0.68
C -1.446 4.890 -0.983 0.2 0.0 0.0 -0.41
H -5.610 0.094 -3.102 0.0 0.0 0.0 0.25
H -0.240 -3.083 0.926 0.1 0.1 -0.1 0.24
H 2.794 -1.134 -2.511 0.1 0.0 -0.2 0.49
H -5.737 2.671 0.084 0.0 0.0 0.0 0.40
H -2.439 4.740 -0.575 0.0 0.0 0.0 0.22
H 2.784 1.017 -1.648 0.0 0.2 0.1 0.37
C 4.047 -2.872 -0.445 -0.1 -0.1 0.0 -0.47
H -2.269 1.877 1.537 0.0 0.0 0.0 0.23
H 1.466 -3.236 -0.470 0.0 0.2 0.0 0.45
H 4.479 -3.849 -0.198 -0.1 -0.1 0.2 0.21
H -1.095 5.882 -0.699 0.0 0.0 0.0 0.21
F 0.908 -1.904 3.515 0.0 -0.1 0.2 -0.37
H 1.699 1.587 -0.483 -0.3 0.2 -0.2 0.43
N -6.295 2.100 -0.530 0.0 0.0 0.0 -0.61
H -2.913 2.606 0.058 -0.1 0.0 0.0 0.27
H 4.103 -3.516 1.904 0.3 -0.2 0.0 0.48
C -0.637 -0.859 2.084 0.0 0.0 0.4 -0.67
N 1.846 0.949 -1.263 0.3 -0.3 0.1 -1.17
C -2.211 2.742 0.883 0.0 0.0 0.0 -0.74
O 3.556 -2.727 1.927 -0.3 0.2 -0.1 -0.68
C -7.734 2.090 -0.331 0.2 0.1 0.1 -0.41
C 2.580 -1.019 0.592 0.2 -0.3 0.0 -0.43
H 1.535 0.239 1.806 0.1 0.1 0.1 0.40
H 6.978 -1.086 0.175 0.0 0.0 0.0 0.24
```
Forces are in eV/Å.

Computed properties:
2S+1   1
HOMO energy   -11.48 eV
LUMO energy   -0.0940 Eh
Charge   +1

=====

[4]
Below is a structure of composition C30H35Cl2CrN2O4Sb2, with properties calculated with the ωB97M-V functional and the def2-TZVPD basis.

```
76
Properties=species:S:1:pos:R:3:forces:R:3:lowdin_spin:R:1
C -1.234 -1.890 2.294 0.2 0.1 0.0 0.01
C -0.026 -3.185 -1.777 0.1 0.1 0.1 0.00
C 5.615 -3.214 1.485 0.1 0.0 0.0 0.00
H -0.471 2.018 3.859 0.0 0.0 0.0 0.00
H 2.696 1.124 2.849 0.0 0.0 0.0 0.00
C 3.275 -3.448 0.015 -0.1 -0.1 -0.1 0.01
H 0.396 -3.491 -2.734 0.0 0.0 -0.1 0.00
C -1.522 -2.191 3.645 0.0 0.0 0.0 0.00
H -5.665 3.200 -0.337 0.0 0.0 0.0 0.00
H -3.094 1.333 -3.298 0.0 0.0 0.0 0.00
H 4.152 -5.236 -0.785 0.0 0.0 0.0 0.00
C -2.840 2.829 1.487 0.0 0.0 0.0 0.00
C 4.640 -2.257 1.612 0.0 0.0 0.0 0.00
H 1.681 2.959 -3.818 -0.1 0.0 0.0 0.00
H 0.005 0.305 3.926 0.0 0.0 0.0 0.00
C 3.435 -2.339 0.881 -0.1 0.2 0.1 0.01
H -4.453 -1.264 1.307 0.0 0.0 0.0 0.00
C -2.290 3.399 -0.779 0.0 0.1 -0.6 0.00
O 0.008 -1.936 1.895 -0.2 -0.1 0.0 0.04
H -1.761 4.152 -2.720 0.0 0.1 0.0 0.00
H -2.517 2.626 2.498 0.0 0.0 0.1 0.00
C -0.418 3.092 0.869 0.1 0.0 0.2 -0.01
C -3.659 3.438 -1.058 -0.1 -0.1 -0.1 0.00
O 2.552 -1.392 1.028 0.0 0.0 0.0 0.04
C -2.329 -1.562 1.457 -0.1 0.0 -0.2 0.01
C -2.206 1.503 -3.908 -0.1 0.1 -0.1 0.00
H -0.299 -1.164 -2.510 0.0 0.0 0.0 0.00
N 1.044 -2.933 -0.793 -0.3 0.1 -0.2 -0.02
H -3.974 3.697 -2.064 0.0 0.0 0.0 0.00
C 5.460 -4.311 0.621 0.0 0.1 0.1 0.00
H -1.580 0.745 3.275 0.0 0.0 0.0 0.00
H -0.448 4.274 -1.542 -0.1 0.0 0.0 0.00
C -0.539 1.055 3.349 0.0 0.0 0.0 0.00
Sb -0.495 1.807 -2.647 -0.3 0.0 0.0 0.00
C 2.270 0.637 -1.517 0.2 -0.5 0.2 0.00
C 0.666 2.776 -4.169 -0.1 0.1 -0.1 0.00
H -1.811 -2.104 -2.411 -0.1 0.0 0.0 0.00
O 2.182 1.691 -0.897 -0.1 0.1 0.1 0.00
H -2.981 -2.314 5.179 0.0 0.0 0.0 0.00
H -2.045 0.632 -4.545 0.0 0.0 0.0 0.00
H 2.874 2.328 1.556 0.1 0.1 0.0 0.00
H -0.263 3.688 1.773 0.0 0.1 0.0 0.00
H 6.238 -5.056 0.524 0.0 0.0 0.0 0.00
C -3.882 -1.741 3.305 0.1 0.0 0.1 0.01
N -1.027 -1.416 -0.559 0.1 -0.1 -0.6 -0.01
H -0.690 -2.467 4.281 0.0 0.0 0.0 0.00
H 1.955 2.734 3.041 0.0 0.0 0.0 0.00
Sb 0.436 1.213 1.445 0.0 0.1 0.4 -0.01
C -0.852 -1.899 -1.932 0.0 -0.1 0.3 0.00
H 2.173 -4.446 -1.542 0.0 0.0 0.0 0.00
C 2.214 1.951 2.330 0.1 0.0 -0.1 0.00
C -2.155 -1.522 0.030 -0.2 0.0 0.0 0.02
H -0.674 -3.982 -1.406 0.0 0.0 0.1 0.00
O 1.566 -0.418 -1.406 0.2 0.1 0.3 0.02
C -4.611 3.160 -0.090 0.1 0.0 0.1 0.00
Cl 4.560 -0.720 -2.092 -0.2 0.1 0.0 0.00
H 3.934 1.482 -2.565 0.1 0.1 -0.1 0.00
H 0.187 3.723 -4.424 0.0 0.0 0.0 0.00
H -4.886 -1.682 3.703 0.0 0.0 0.0 0.00
H -2.360 2.384 -4.534 -0.1 -0.1 0.0 0.00
H 6.528 -3.116 2.062 0.0 0.0 0.0 0.00
C -3.636 -1.502 1.981 0.0 0.0 -0.1 0.00
H 0.712 2.142 -5.056 0.0 0.1 0.1 0.00
H 4.765 -1.404 2.266 0.0 0.0 0.0 0.00
H 0.231 3.487 0.090 -0.1 0.0 0.1 0.00
C -1.291 3.663 -1.866 -0.2 0.1 -0.1 0.00
H -4.916 2.651 1.985 0.0 0.0 0.0 0.00
C 3.399 0.544 -2.546 0.2 0.0 -0.3 0.00
Cl 2.762 0.266 -4.193 0.1 -0.2 0.2 0.00
C 2.112 -3.632 -0.815 0.2 -0.1 0.0 0.01
Cr 0.795 -1.228 0.279 0.2 -0.1 -0.2 2.87
H -3.046 -1.679 -0.586 0.0 -0.1 0.0 0.00
C -2.801 -2.102 4.131 -0.1 0.0 0.0 0.00
C -1.875 3.083 0.509 0.2 0.0 0.4 0.00
C 4.300 -4.405 -0.102 0.0 0.0 0.0 0.00
C -4.195 2.853 1.203 0.0 0.0 -0.2 0.00
```
Forces are in eV/Å.

Computed properties:
2S+1   4
Expectation value of S²   3.779
HOMO energy (alpha / beta)   -7.86 / -7.98 eV
LUMO energy (alpha / beta)   0.0030 / -0.0059 Eh
Energy above the lowest of the compared OMol25 structures with the same formula, charge and spin   4.7 kcal per mole
Charge   0

=====

Number 3 is which compound?
C14H34FN5O5P